No. 1
The following is a quantum chemistry calculation of a cluster of 8 separate species, C14H44BIN14O7 in total in a non-equilibrium geometry, from OMol25.

Output
LUMO, eV: 0.043
SMILES: CCCCCCCBI.NC(N)=O.NC(N)=O.NC(N)=O.NC(N)=O.NC(N)=O.NC(N)=O.NC(N)=O
Gap between HOMO and LUMO, eV: 8.800
Max |F|, eV/Å: 1.51
Molar mass, Da: 658.31

CARTESIAN COORDINATES (ANGSTROEM)
C: 1.823 0.304 1.894
C: 0.753 0.420 0.795
C: 0.027 1.755 0.942
C: -1.179 1.763 1.890
C: -2.517 1.506 1.170
C: -2.706 0.029 0.788
C: -4.143 -0.483 0.951
B: -4.628 -0.415 2.431
I: -6.301 0.877 2.876
H: 2.780 0.070 1.443
H: 1.882 1.235 2.445
H: 1.589 -0.490 2.600
H: 0.104 -0.448 0.820
H: 1.243 0.408 -0.172
H: 0.756 2.446 1.356
H: -0.283 2.130 -0.031
H: -1.249 2.755 2.337
H: -1.045 1.054 2.705
H: -2.504 2.148 0.293
H: -3.315 1.858 1.821
H: -2.070 -0.568 1.429
H: -2.404 -0.107 -0.246
H: -4.842 -0.030 0.254
H: -4.122 -1.552 0.710
H: -4.106 -1.073 3.263
C: -2.897 -4.036 3.853
O: -2.544 -2.882 4.033
N: -3.988 -4.370 3.104
N: -2.230 -5.103 4.385
H: -4.271 -5.323 2.955
H: -4.517 -3.624 2.694
H: -1.419 -4.908 4.942
H: -2.517 -6.054 4.243
C: 4.584 1.232 -1.383
O: 3.551 1.070 -0.738
N: 4.591 1.192 -2.741
N: 5.785 1.453 -0.777
H: 5.421 1.311 -3.289
H: 3.714 1.020 -3.214
H: 5.803 1.485 0.226
H: 6.638 1.594 -1.283
C: 2.853 1.135 -6.056
O: 2.888 0.623 -4.945
N: 2.567 0.415 -7.176
N: 3.098 2.462 -6.250
H: 2.534 0.814 -8.094
H: 2.383 -0.565 -7.060
H: 3.308 3.017 -5.441
H: 3.076 2.901 -7.151
C: 3.583 5.044 1.131
O: 4.786 5.231 1.226
N: 2.662 6.035 1.335
N: 3.055 3.831 0.798
H: 1.668 5.899 1.240
H: 3.012 6.942 1.578
H: 3.685 3.070 0.620
H: 2.068 3.666 0.721
C: -0.393 5.678 -0.196
O: 0.207 5.943 0.833
N: -1.675 6.091 -0.424
N: 0.179 4.940 -1.193
H: -2.183 5.877 -1.261
H: -2.120 6.628 0.297
H: 1.118 4.624 -1.029
H: -0.280 4.691 -2.048
C: -5.306 -7.977 1.990
O: -4.665 -7.676 2.985
N: -6.594 -7.563 1.801
N: -4.784 -8.749 0.994
H: -7.137 -7.798 0.992
H: -7.007 -7.001 2.522
H: -3.838 -9.065 1.105
H: -5.293 -9.006 0.170
C: 2.910 -3.003 -1.867
O: 2.887 -4.207 -1.664
N: 2.744 -2.471 -3.121
N: 3.103 -2.086 -0.878
H: 2.765 -1.486 -3.314
H: 2.601 -3.116 -3.874
H: 3.231 -2.430 0.055
H: 3.125 -1.094 -1.043

The Löwdin scheme yields these atomic charges, measured in e: atom 1 (C): -0.0952, atom 2 (C): -0.2414, atom 3 (C): -0.2217, atom 4 (C): -0.1895, atom 5 (C): -0.1993, atom 6 (C): -0.2167, atom 7 (C): -0.2804, atom 8 (B): -0.6990, atom 9 (I): 0.7651, atom 10 (H): 0.0417, atom 11 (H): 0.0656, atom 12 (H): 0.0681, atom 13 (H): 0.0924, atom 14 (H): 0.0717, atom 15 (H): 0.0680, atom 16 (H): 0.0966, atom 17 (H): 0.1056, atom 18 (H): 0.1189, atom 19 (H): 0.1019, atom 20 (H): 0.0820, atom 21 (H): 0.0996, atom 22 (H): 0.1133, atom 23 (H): 0.0791, atom 24 (H): 0.0996, atom 25 (H): 0.0094, atom 26 (C): -0.6784, atom 27 (O): 0.0100, atom 28 (N): 0.1651, atom 29 (N): 0.1547, atom 30 (H): 0.0622, atom 31 (H): 0.0857, atom 32 (H): 0.1005, atom 33 (H): 0.0877, atom 34 (C): -0.6589, atom 35 (O): -0.0155, atom 36 (N): 0.1678, atom 37 (N): 0.1704, atom 38 (H): 0.0986, atom 39 (H): 0.0545, atom 40 (H): 0.1089, atom 41 (H): 0.0973, atom 42 (C): -0.6575, atom 43 (O): 0.0035, atom 44 (N): 0.1608, atom 45 (N): 0.1612, atom 46 (H): 0.0980, atom 47 (H): 0.1078, atom 48 (H): 0.1060, atom 49 (H): 0.0975, atom 50 (C): -0.6858, atom 51 (O): -0.0020, atom 52 (N): 0.1517, atom 53 (N): 0.1702, atom 54 (H): -0.0075, atom 55 (H): 0.0984, atom 56 (H): 0.0700, atom 57 (H): 0.0514, atom 58 (C): -0.6271, atom 59 (O): 0.0192, atom 60 (N): 0.1666, atom 61 (N): 0.1777, atom 62 (H): 0.0963, atom 63 (H): 0.1076, atom 64 (H): 0.0906, atom 65 (H): 0.0994, atom 66 (C): -0.6796, atom 67 (O): 0.0081, atom 68 (N): 0.1529, atom 69 (N): 0.1544, atom 70 (H): 0.0937, atom 71 (H): 0.1050, atom 72 (H): 0.1067, atom 73 (H): 0.0943, atom 74 (C): -0.6870, atom 75 (O): 0.0095, atom 76 (N): 0.1515, atom 77 (N): 0.1716, atom 78 (H): 0.0669, atom 79 (H): 0.0942, atom 80 (H): 0.1044, atom 81 (H): 0.0532

---

No. 2
The following is a quantum chemistry calculation of a cluster of 11 separate species, C3H30N2O11 in total in a non-equilibrium geometry, from OMol25.

Output
LUMO, eV: 0.101
SMILES: NCCNCO.O.O.O.O.O.O.O.O.O.O
Gap between HOMO and LUMO, eV: 9.021
Max |F|, eV/Å: 2.77
Molar mass, Da: 270.28

CARTESIAN COORDINATES (ANGSTROEM)
C: -0.332 1.083 -1.487
N: 0.722 0.918 -0.449
C: 0.565 1.915 0.645
O: -0.035 1.498 1.838
C: -0.417 -0.116 -2.442
N: -1.515 -1.009 -2.188
H: 0.110 1.841 -2.149
H: -1.332 1.238 -1.003
H: 0.634 -0.033 -0.098
H: 1.562 2.335 0.845
H: 0.025 2.789 0.217
H: 0.555 1.000 2.407
H: -0.353 0.230 -3.476
H: 0.501 -0.786 -2.426
H: -2.159 -0.671 -1.487
H: -2.021 -1.238 -3.004
H: -1.581 -1.486 1.882
H: -1.080 -2.541 0.859
O: -0.800 -1.990 1.631
H: -3.538 1.217 -1.726
H: -2.841 2.451 -1.048
O: -3.223 2.128 -1.851
H: 3.279 2.418 -2.576
H: 2.774 2.102 -1.163
O: 2.555 2.599 -1.954
H: 2.964 -0.532 -0.254
H: 3.107 -1.079 -1.627
O: 3.230 -0.244 -1.123
H: 1.286 -1.763 0.953
H: 1.636 -1.373 2.276
O: 2.099 -1.678 1.498
H: -1.106 -2.806 -1.244
H: -0.219 -3.934 -1.247
O: -0.764 -3.471 -0.588
H: -3.443 -0.229 0.289
H: -4.594 -1.133 -0.125
O: -3.965 -0.520 -0.482
H: 1.984 -1.310 4.281
H: 0.437 -0.817 4.218
O: 1.376 -0.591 4.175
H: -3.075 0.520 2.357
H: -1.597 0.854 1.725
O: -2.439 0.362 1.675
H: 4.413 0.655 1.155
H: 3.089 0.541 0.701
O: 3.524 0.654 1.589

The Löwdin scheme yields these atomic charges, measured in e: atom 1 (C): -0.1899, atom 2 (N): -0.0510, atom 3 (C): -0.2610, atom 4 (O): -0.0414, atom 5 (C): -0.2505, atom 6 (N): 0.0014, atom 7 (H): 0.1110, atom 8 (H): 0.0910, atom 9 (H): 0.0825, atom 10 (H): 0.1109, atom 11 (H): 0.1399, atom 12 (H): 0.0828, atom 13 (H): 0.1084, atom 14 (H): 0.1133, atom 15 (H): 0.0286, atom 16 (H): 0.0715, atom 17 (H): 0.0049, atom 18 (H): 0.0083, atom 19 (O): -0.0766, atom 20 (H): 0.0123, atom 21 (H): 0.0112, atom 22 (O): -0.0540, atom 23 (H): 0.0475, atom 24 (H): -0.0089, atom 25 (O): -0.0630, atom 26 (H): -0.0288, atom 27 (H): 0.0771, atom 28 (O): -0.0639, atom 29 (H): 0.0238, atom 30 (H): -0.0217, atom 31 (O): -0.0651, atom 32 (H): 0.0254, atom 33 (H): 0.0617, atom 34 (O): -0.0895, atom 35 (H): 0.0009, atom 36 (H): 0.0433, atom 37 (O): -0.0587, atom 38 (H): 0.0458, atom 39 (H): 0.0573, atom 40 (O): -0.0337, atom 41 (H): 0.0608, atom 42 (H): 0.0190, atom 43 (O): -0.0548, atom 44 (H): 0.0691, atom 45 (H): -0.0139, atom 46 (O): -0.0835

---

No. 3
The following is a quantum chemistry calculation of a structure of composition C41H63BrN3O2PPdSi, from OMol25.

Output
2S+1: 5
Total charge: +4
LUMO (alpha / beta), eV: -9.559 / -13.010
Gap between HOMO and LUMO (alpha / beta), eV: 8.241 / 5.635
<S²>: 6.016
Max |F|, eV/Å: 0.24
Molar mass, Da: 875.36

CARTESIAN COORDINATES (ANGSTROEM)
Pd: -1.059 -0.365 -0.627
C: 0.008 0.454 -3.525
C: -0.031 -1.032 -3.860
C: -1.445 -1.487 -4.211
C: 0.593 -1.885 -2.747
C: 0.866 -3.343 -3.147
O: 0.083 -4.123 -2.206
C: -0.556 -3.298 -1.401
N: -0.324 -2.043 -1.599
C: -1.465 -3.937 -0.429
C: -1.727 -5.289 -0.648
C: -2.587 -6.000 0.177
C: -3.204 -5.366 1.239
C: -2.957 -4.018 1.471
C: -2.092 -3.287 0.656
P: -1.791 -1.603 1.240
C: -3.361 -0.999 1.862
C: -3.547 -0.578 3.180
C: -4.812 -0.196 3.606
C: -5.887 -0.233 2.726
C: -5.702 -0.645 1.407
C: -4.444 -1.022 0.972
C: -0.543 -1.634 2.514
C: 0.064 -2.836 2.888
C: 0.972 -2.847 3.936
C: 1.269 -1.671 4.612
C: 0.681 -0.468 4.228
C: -0.210 -0.442 3.171
H: -0.364 1.044 -4.363
H: 1.021 0.793 -3.304
H: -0.635 0.729 -2.668
H: 0.606 -1.180 -4.738
H: -2.141 -1.257 -3.397
H: -1.504 -2.559 -4.407
H: -1.791 -0.978 -5.111
H: 1.507 -1.399 -2.392
H: 1.904 -3.645 -3.037
H: 0.519 -3.591 -4.148
H: -1.254 -5.792 -1.478
H: -2.769 -7.049 -0.018
H: -3.872 -5.910 1.893
H: -3.438 -3.539 2.314
H: -2.727 -0.590 3.885
H: -4.964 0.104 4.634
H: -6.875 0.038 3.073
H: -6.551 -0.707 0.739
H: -4.308 -1.382 -0.043
H: -0.189 -3.762 2.387
H: 1.427 -3.779 4.241
H: 1.953 -1.692 5.450
H: 0.908 0.442 4.767
H: -0.664 0.497 2.872
C: -4.745 2.889 -3.586
N: -4.832 1.709 -2.761
C: -5.381 0.485 -3.290
C: -4.102 1.653 -1.482
O: -3.099 0.949 -1.503
N: -4.604 2.378 -0.512
C: -5.888 3.092 -0.576
C: -3.888 2.485 0.762
H: -4.168 2.646 -4.487
H: -4.285 3.710 -3.044
H: -5.752 3.160 -3.923
H: -6.018 0.707 -4.142
H: -5.930 -0.041 -2.508
H: -4.549 -0.153 -3.614
H: -6.476 2.782 -1.436
H: -5.718 4.167 -0.611
H: -6.456 2.852 0.321
H: -2.879 2.100 0.648
H: -4.416 1.917 1.527
H: -3.850 3.535 1.049
C: 3.184 2.950 -1.966
C: 4.355 2.142 -1.499
C: 4.593 0.885 -2.278
C: 5.574 2.904 -1.089
Si: 3.709 1.284 0.573
Br: 1.567 0.542 0.131
C: 4.715 -0.288 0.942
C: 4.332 -1.512 0.104
C: 6.228 -0.032 0.849
C: 4.350 -0.610 2.414
C: 3.580 2.742 1.795
C: 4.980 3.007 2.381
C: 3.013 4.033 1.203
C: 2.626 2.294 2.925
H: 3.472 3.345 -2.951
H: 2.963 3.809 -1.342
H: 2.290 2.348 -2.111
H: 4.822 1.204 -3.306
H: 3.707 0.250 -2.339
H: 5.450 0.316 -1.931
H: 6.062 3.227 -2.023
H: 6.316 2.300 -0.568
H: 5.353 3.809 -0.528
H: 4.549 -1.401 -0.955
H: 3.281 -1.778 0.228
H: 4.927 -2.355 0.464
H: 6.576 0.051 -0.180
H: 6.744 -0.889 1.287
H: 6.550 0.851 1.401
H: 3.277 -0.759 2.560
H: 4.712 0.139 3.116
H: 4.848 -1.550 2.663
H: 5.710 3.307 1.630
H: 5.378 2.157 2.933
H: 4.892 3.835 3.088
H: 3.696 4.518 0.507
H: 2.856 4.735 2.025
H: 2.047 3.879 0.718
H: 2.914 1.359 3.400
H: 1.598 2.209 2.572
H: 2.655 3.073 3.690

Atomic partial charges in e from the Löwdin method, atoms 1 to 99: atom 1 (Pd): 0.7150, atom 2 (C): -0.0636, atom 3 (C): -0.3689, atom 4 (C): -0.0446, atom 5 (C): -0.2635, atom 6 (C): -0.0145, atom 7 (O): 0.0554, atom 8 (C): -0.2963, atom 9 (N): 0.0096, atom 10 (C): -0.1141, atom 11 (C): 0.0317, atom 12 (C): 0.0057, atom 13 (C): -0.0031, atom 14 (C): -0.0561, atom 15 (C): -0.2913, atom 16 (P): 1.0528, atom 17 (C): -0.3770, atom 18 (C): -0.0544, atom 19 (C): -0.0310, atom 20 (C): -0.0339, atom 21 (C): -0.0630, atom 22 (C): -0.1175, atom 23 (C): -0.3703, atom 24 (C): -0.0483, atom 25 (C): -0.0303, atom 26 (C): -0.0296, atom 27 (C): -0.0628, atom 28 (C): -0.1403, atom 29 (H): 0.0997, atom 30 (H): 0.0615, atom 31 (H): 0.0339, atom 32 (H): 0.1579, atom 33 (H): 0.0579, atom 34 (H): 0.0926, atom 35 (H): 0.0966, atom 36 (H): 0.1184, atom 37 (H): 0.1454, atom 38 (H): 0.1423, atom 39 (H): 0.1365, atom 40 (H): 0.1359, atom 41 (H): 0.1342, atom 42 (H): 0.1219, atom 43 (H): 0.1100, atom 44 (H): 0.1295, atom 45 (H): 0.1286, atom 46 (H): 0.1178, atom 47 (H): 0.1063, atom 48 (H): 0.1132, atom 49 (H): 0.1278, atom 50 (H): 0.1297, atom 51 (H): 0.1197, atom 52 (H): 0.1056, atom 53 (C): 0.0426, atom 54 (N): -0.0053, atom 55 (C): 0.0496, atom 56 (C): -0.4704, atom 57 (O): 0.0166, atom 58 (N): -0.0762, atom 59 (C): 0.0300, atom 60 (C): 0.0261, atom 61 (H): 0.1416, atom 62 (H): 0.1209, atom 63 (H): 0.1410, atom 64 (H): 0.1278, atom 65 (H): 0.1263, atom 66 (H): 0.1228, atom 67 (H): 0.0993, atom 68 (H): 0.1182, atom 69 (H): 0.1153, atom 70 (H): 0.0822, atom 71 (H): 0.0885, atom 72 (H): 0.1182, atom 73 (C): -0.0625, atom 74 (C): -0.4406, atom 75 (C): -0.0566, atom 76 (C): -0.0351, atom 77 (Si): 0.6821, atom 78 (Br): 0.5287, atom 79 (C): -0.6315, atom 80 (C): -0.0962, atom 81 (C): -0.0580, atom 82 (C): -0.0766, atom 83 (C): -0.6270, atom 84 (C): -0.0546, atom 85 (C): -0.0788, atom 86 (C): -0.1019, atom 87 (H): 0.1337, atom 88 (H): 0.0737, atom 89 (H): 0.0454, atom 90 (H): 0.1340, atom 91 (H): 0.0722, atom 92 (H): 0.0817, atom 93 (H): 0.1425, atom 94 (H): 0.0883, atom 95 (H): 0.0849, atom 96 (H): 0.0671, atom 97 (H): 0.0497, atom 98 (H): 0.1085, atom 99 (H): 0.0783

---

No. 4
The following is a quantum chemistry calculation of the molecule C3H2N2 in a non-equilibrium geometry, from OMol25.

Output
LUMO, eV: 0.125
Gap between HOMO and LUMO, eV: 8.832
Max |F|, eV/Å: 4.73
Molar mass, Da: 66.06

CARTESIAN COORDINATES (ANGSTROEM)
C: -0.595 -0.329 0.059
C: -1.129 -2.270 -3.141
C: -0.681 -0.988 -1.023
N: -1.199 -1.537 -2.211
N: 0.456 -0.246 -1.006
H: -0.885 0.219 0.951
H: 0.288 0.641 -1.512

The Löwdin scheme yields these atomic charges, measured in e: atom 1 (C): 0.0490, atom 2 (C): 0.0736, atom 3 (C): -0.3908, atom 4 (N): 0.0369, atom 5 (N): 0.0366, atom 6 (H): 0.1070, atom 7 (H): 0.0876

---

No. 5
The following is a quantum chemistry calculation of the molecule C10H7FN2O in a non-equilibrium geometry, from OMol25.

Output
LUMO, eV: -0.697
SMILES: CN1C(=O)N=C=C(F)c2ccccc21
Gap between HOMO and LUMO, eV: 7.874
Max |F|, eV/Å: 6.42
Molar mass, Da: 190.18

CARTESIAN COORDINATES (ANGSTROEM)
C: 0.591 0.336 -3.577
C: 1.841 -1.712 0.192
C: 0.635 -1.398 0.845
C: 2.211 -1.130 -1.044
C: -0.239 -0.542 0.171
C: 1.337 -0.243 -1.590
C: 0.125 0.077 -1.028
C: -0.643 1.748 -2.604
C: 1.731 0.202 -2.860
C: -1.152 2.075 -0.284
N: -0.577 0.802 -3.511
N: -0.583 1.208 -1.375
O: -0.721 2.913 -2.761
F: 3.063 0.130 -3.109
H: 2.501 -2.333 0.713
H: 0.331 -1.840 1.708
H: 3.119 -1.413 -1.593
H: -1.231 -0.355 0.470
H: -0.551 3.119 -0.283
H: -2.272 2.291 -0.488
H: -0.974 1.580 0.736

The Löwdin scheme yields these atomic charges, measured in e: atom 1 (C): 0.1100, atom 2 (C): -0.0395, atom 3 (C): -0.0304, atom 4 (C): 0.0096, atom 5 (C): -0.0135, atom 6 (C): -0.1679, atom 7 (C): -0.1614, atom 8 (C): -0.6568, atom 9 (C): -0.1901, atom 10 (C): -0.0045, atom 11 (N): 0.1967, atom 12 (N): -0.0111, atom 13 (O): 0.1389, atom 14 (F): 0.0860, atom 15 (H): 0.0809, atom 16 (H): 0.0733, atom 17 (H): 0.1332, atom 18 (H): 0.1000, atom 19 (H): 0.1345, atom 20 (H): 0.1194, atom 21 (H): 0.0928